(1)
14
Properties=species:S:1:pos:R:3:forces:R:3 method="wB97M-V/def2-TZVPD" max_force_ev_per_a=4.81 relative_energy_ev=3.7428 mol_weight_g_mol=123.141 spin_multiplicity=1 e_homo_ev=-13.0 total_charge=+1
C -1.104 -1.204 -1.550 -0.8 0.2 0.1
C -0.125 0.066 0.697 3.1 0.2 -3.7
N 1.626 0.654 0.299 -3.0 -1.4 1.4
N -0.218 0.979 1.842 -1.0 -1.9 1.6
P 1.910 0.298 -1.201 -2.5 -0.9 -0.4
S -1.070 0.431 -0.775 -0.6 0.4 0.9
H -1.963 -1.801 -1.228 0.2 0.1 0.2
H -0.165 -1.683 -1.289 0.0 -0.3 -0.7
H -1.274 -0.970 -2.612 0.6 -0.3 0.3
H -0.005 -1.032 0.698 -0.1 0.8 1.5
H -0.664 1.803 1.452 0.9 1.0 0.1
H 0.816 0.966 2.110 -1.3 1.3 0.0
H -0.887 0.744 2.650 1.3 -0.2 -1.3
H 3.124 0.749 -1.092 3.3 1.2 -0.1

(2)
13
Properties=species:S:1:pos:R:3:forces:R:3 method="wB97M-V/def2-TZVPD" max_force_ev_per_a=1.17 relative_energy_ev=0.5838 mol_weight_g_mol=92.167 spin_multiplicity=1 e_homo_ev=-7.1
S -0.045 -2.841 -2.276 0.2 0.4 0.1
H -0.189 -1.990 -3.301 -0.1 -0.1 -0.1
C -0.906 1.554 1.384 -0.2 -0.5 -0.4
N 1.164 -0.812 -0.538 -0.7 0.4 0.2
C 0.141 -0.184 -0.048 0.9 -0.5 -0.3
N 0.213 0.758 0.877 -0.6 0.6 0.8
H -0.799 1.679 2.457 0.0 0.1 0.0
H -1.838 1.022 1.198 0.0 0.0 0.0
H -0.953 2.515 0.874 0.0 0.1 0.1
H 2.069 -0.568 -0.169 0.3 -0.1 -0.2
H 0.885 -1.603 -1.362 -0.2 -0.5 0.2
H -0.825 -0.496 -0.435 -0.1 0.2 0.0
H 1.082 0.965 1.339 0.3 -0.2 -0.3

(3)
13
Properties=species:S:1:pos:R:3:forces:R:3 method="wB97M-V/def2-TZVPD" max_force_ev_per_a=1.52 relative_energy_ev=0.4298 mol_weight_g_mol=92.167 spin_multiplicity=1 smiles="[H]/N=C/N.CS" e_homo_ev=-7.8
C 1.910 0.329 -1.295 0.3 0.6 0.6
S 1.579 -1.345 -0.703 -0.2 0.1 0.4
H 2.675 0.858 -0.713 -0.1 -0.2 0.1
H 1.025 0.962 -1.293 -0.2 0.0 -0.1
H 2.283 0.314 -2.304 0.0 -0.2 -0.5
N -0.684 -1.056 1.164 -0.2 0.3 1.5
C -1.628 -0.212 1.087 -0.6 -0.7 -0.8
N -1.427 1.045 0.607 -0.1 0.1 -0.7
H 0.597 -1.053 0.370 1.0 -0.2 -1.1
H -0.901 -1.880 1.707 -0.2 -0.2 -0.3
H -2.681 -0.489 1.236 0.2 0.3 0.5
H -2.186 1.401 0.044 -0.1 0.1 0.3
H -0.561 1.125 0.092 0.3 0.1 0.2